Run 1
Density functional theory data (wB97M-V/def2-TZVPD) for a single C3H3NS2 molecule.

SMILES string	N#CCSC=S
lowest unoccupied orbital energy	-0.722	eV
highest occupied orbital energy	-9.4	eV

```
! RIJCOSX wB97M-V def2-TZVPD def2/J DEFGRID3
* xyz 0 1
C -1.1784 0.4030 -0.6037
C 1.0321 0.3897 0.7873
C 1.3225 -0.8407 0.0892
H -1.7124 0.7220 -1.5800
H 0.4386 0.2114 1.6889
H 1.8718 1.1128 1.2489
N 1.8847 -1.6509 -0.6404
S -1.5431 -0.8971 0.2644
S 0.2401 1.5095 -0.1715
*
```

natural (NBO) population analysis, charges in e, atoms 1 to 8: -0.492, -0.751, 0.252, 0.236, 0.277, 0.292, -0.281, 0.111

***

Run 2
Density functional theory data (wB97M-V/def2-TZVPD) for 2 unconnected molecules or ions with the total composition C3H3NS2.

SMILES string	N#CSS.C#C
lowest unoccupied orbital energy	-0.359	eV
highest occupied orbital energy	-10.3	eV

```
! RIJCOSX wB97M-V def2-TZVPD def2/J DEFGRID3
* xyz 0 1
C 0.2699 1.6935 -0.2550
C 0.6311 2.2981 0.7077
C 0.9349 -1.6732 -0.3453
N 1.8256 -1.0154 -0.0597
S -0.4199 -2.6057 -0.7355
S -1.7953 -1.7750 0.5540
H -0.0402 1.1817 -1.1175
H 0.9511 2.8132 1.5641
H -2.3571 -0.9173 -0.3128
*
```

natural (NBO) population analysis, charges in e, atoms 1 to 8: -0.233, -0.222, 0.004, -0.276, 0.203, -0.064, 0.223, 0.229

***

The most stable of them is run 1.

***

Run 1
Density functional theory data (wB97M-V/def2-TZVPD) for 2 unconnected molecules or ions with the total composition C3H3NS2.

lowest unoccupied orbital energy (alpha / beta)	-2.247 / -2.695	eV
highest occupied orbital energy (alpha / beta)	-9.1 / -8.3	eV

```
! RIJCOSX wB97M-V def2-TZVPD def2/J DEFGRID3
* xyz 0 1
C -2.7843 -1.5327 -0.0769
C -2.6621 -0.2023 0.0200
C -0.0531 0.4054 -0.3600
N -2.9031 -2.6809 0.0605
S -4.9677 0.6099 -0.1594
S -1.6321 1.0276 0.3645
H -0.1204 -0.7623 -0.2979
H 0.8468 0.7985 0.2052
H 0.1624 0.8219 -1.2407
*
```

natural (NBO) population analysis, charges in e, atoms 1 to 8: 0.108, -0.272, -0.757, -0.192, -0.186, 0.581, 0.252, 0.243

***

Run 2
Density functional theory data (wB97M-V/def2-TZVPD) for 2 unconnected molecules or ions with the total composition C3H3NS2.

lowest unoccupied orbital energy	0.042	eV
highest occupied orbital energy	-7.9	eV

```
! RIJCOSX wB97M-V def2-TZVPD def2/J DEFGRID3
* xyz 0 1
C -0.4774 -0.2071 -1.2065
C 2.7544 -0.4098 0.2643
C -1.8316 0.6623 0.6544
N -1.2119 0.0698 -0.2570
S 2.8308 1.0598 -0.1876
S 2.7489 -1.9505 0.5135
H -0.6102 -0.9572 -1.9682
H -2.7587 1.2510 0.5874
H -1.4445 0.4817 1.5997
*
```

natural (NBO) population analysis, charges in e, atoms 1 to 8: -0.033, -0.373, -0.267, -0.278, 0.221, 0.151, 0.190, 0.204

***

Run 3
Density functional theory data (wB97M-V/def2-TZVPD) for 2 unconnected molecules or ions with the total composition C3H3NS2.

lowest unoccupied orbital energy	-0.465	eV
highest occupied orbital energy	-9.0	eV

```
! RIJCOSX wB97M-V def2-TZVPD def2/J DEFGRID3
* xyz 0 1
C -1.0344 1.3793 -0.0103
C -0.8066 0.0118 0.0054
C 1.4197 -0.3647 0.0096
N -1.1926 2.5165 -0.0268
S -1.5815 -1.1859 -1.0430
S -1.6027 -1.1852 1.0322
H 1.5736 -0.5564 -1.0337
H 1.4595 -1.1964 0.6858
H 1.7650 0.5811 0.3808
*
```

natural (NBO) population analysis, charges in e, atoms 1 to 8: 0.196, -0.454, -0.430, -0.266, 0.172, 0.176, 0.202, 0.203

***

Run 4
Density functional theory data (wB97M-V/def2-TZVPD) for a single C3H3NS2 molecule.

lowest unoccupied orbital energy (alpha / beta)	-1.407 / -1.787	eV
highest occupied orbital energy (alpha / beta)	-9.5 / -8.0	eV

```
! RIJCOSX wB97M-V def2-TZVPD def2/J DEFGRID3
* xyz 0 1
C -0.7917 -0.7702 -0.1661
C -1.8603 0.1109 -0.1554
C 1.2546 0.3592 0.1243
N 0.5316 -0.8045 0.0101
S -3.1714 1.0188 -0.1867
S 2.9259 0.2213 -0.5897
H -1.2846 -1.6895 -0.2463
H 0.6494 1.2063 0.0598
H 1.7464 0.3476 1.1501
*
```

natural (NBO) population analysis, charges in e, atoms 1 to 8: -0.146, -0.090, -0.419, -0.362, 0.224, 0.098, 0.234, 0.199

***

The most stable of them is run 2.

***

Run 1
Density functional theory data (wB97M-V/def2-TZVPD) for a single C5H13NOS molecule.

SMILES string	CC[S@@](=N)(=O)C(C)C
lowest unoccupied orbital energy	0.835	eV
highest occupied orbital energy	-9.1	eV

```
! RIJCOSX wB97M-V def2-TZVPD def2/J DEFGRID3
* xyz 0 1
C 2.9311 -0.1542 -0.4000
C -2.3027 -0.2262 1.1400
C -1.5733 0.5508 -1.1852
C 1.5998 0.1673 -0.8332
C -1.3300 0.6286 0.3008
N 0.3999 -1.6852 0.7102
O 1.0423 0.5979 1.8277
S 0.4180 -0.1225 0.6420
H 3.3234 0.5563 0.3547
H 3.0759 -1.0436 0.0847
H 3.6517 -0.1781 -1.3553
H -2.1586 -1.2295 0.9916
H -2.2596 -0.0561 2.1782
H -3.2572 0.0818 0.8249
H -2.0691 -0.4586 -1.4800
H -0.6502 0.8077 -1.7182
H -2.2805 1.3878 -1.6240
H 1.2207 -0.5022 -1.5510
H 1.3337 1.2238 -1.1473
H -1.2766 1.6945 0.5625
H 0.1614 -2.0404 1.6768
*
```

natural (NBO) population analysis, charges in e, atoms 1 to 8: -0.638, -0.622, -0.645, -0.529, -0.368, -1.191, -0.960, 1.836

***

Run 2
Density functional theory data (wB97M-V/def2-TZVPD) for 2 unconnected molecules or ions with the total composition C5H13NOS.

lowest unoccupied orbital energy	-0.152	eV
highest occupied orbital energy	-9.2	eV

```
! RIJCOSX wB97M-V def2-TZVPD def2/J DEFGRID3
* xyz 0 1
C 0.9136 -1.5326 -0.5039
C 0.3522 0.9160 -0.9282
C 2.1397 0.3512 0.7012
C -2.6743 0.6531 0.0185
C 0.8179 -0.0968 0.1069
N -0.1762 -0.1442 1.2456
O -4.0355 -1.3771 -0.6159
S -3.6801 -0.0802 -1.0758
H 1.3345 -2.1112 0.3443
H -0.0561 -1.9216 -0.7938
H 1.5279 -1.6368 -1.4210
H 0.9673 1.2407 -1.7477
H 0.1148 1.8287 -0.4459
H -0.5941 0.5069 -1.2806
H 2.6381 -0.3978 1.2711
H 2.8158 0.6617 -0.1908
H 2.1727 1.3690 1.3306
H -2.3910 1.6602 -0.1455
H -2.0116 -0.0152 0.4272
H 0.2616 -0.6244 2.0447
H -0.4370 0.7503 1.6590
*
```

natural (NBO) population analysis, charges in e, atoms 1 to 8: -0.614, -0.627, -0.621, -0.766, 0.108, -0.860, -0.907, 1.187

***

Run 3
Density functional theory data (wB97M-V/def2-TZVPD) for 2 unconnected molecules or ions with the total composition C5H13NOS.

lowest unoccupied orbital energy	0.615	eV
highest occupied orbital energy	-8.7	eV

```
! RIJCOSX wB97M-V def2-TZVPD def2/J DEFGRID3
* xyz 0 1
C 1.1199 1.4825 -2.3541
C -1.1108 -2.2260 2.6030
C 0.4481 -0.3818 2.2015
C 0.2578 1.7575 -1.0929
C -0.4872 -1.2096 1.6443
N -1.5593 1.2564 -3.0169
O -0.9617 -0.6048 -1.3817
S -1.3053 0.8030 -1.3677
H 1.2242 0.4074 -2.4751
H 0.7736 1.9610 -3.3016
H 2.1416 1.9640 -2.1925
H -2.1039 -2.3932 2.4177
H -0.6074 -3.1478 2.4974
H -1.0028 -1.8176 3.5899
H 1.1280 0.2602 1.7177
H 0.6546 -0.4701 3.2545
H -1.9560 2.1096 -3.1764
H 0.2189 2.7472 -0.8264
H 0.6824 1.3080 -0.2776
H -0.8123 -1.1282 0.6606
H -1.9801 0.4071 -3.5231
*
```

natural (NBO) population analysis, charges in e, atoms 1 to 8: -0.626, -0.637, -0.429, -0.614, -0.148, -1.069, -0.975, 1.395

***

The most stable of them is run 2.